{
  "formula": "C22H58NO17P4",
  "method": "ωB97M-V with the def2-TZVPD basis set",
  "e_homo_ev": -1.408,
  "orbital_gap_ev": 3.3,
  "energy_ha": -3572.4512,
  "charge": -1,
  "symbols": ["N", "C", "C", "C", "C", "C", "C", "C", "C", "C", "C", "O", "H", "H", "H", "H", "H", "H", "H", "H", "H", "H", "H", "H", "H", "H", "H", "H", "H", "H", "H", "H", "H", "H", "C", "O", "P", "O", "O", "C", "O", "C", "H", "H", "H", "H", "H", "H", "H", "H", "H", "C", "O", "P", "O", "O", "C", "O", "C", "H", "H", "H", "H", "H", "H", "H", "H", "H", "C", "O", "P", "O", "O", "C", "O", "C", "H", "H", "H", "H", "H", "H", "H", "H", "H", "C", "O", "P", "O", "O", "C", "O", "C", "H", "H", "H", "H", "H", "H", "H", "H", "H"],
  "coordinates": [[1.648, 1.595, 1.404], [2.554, 0.458, 1.303], [2.120, -0.694, 0.366], [2.231, -2.063, 1.048], [1.100, -3.022, 0.710], [-0.322, -2.547, 1.120], [-0.381, -1.454, 2.187], [-1.804, -1.320, 2.731], [-2.887, -1.015, 1.666], [-2.938, 0.466, 1.278], [-3.572, 0.775, -0.099], [-4.028, -0.387, -0.797], [1.565, 2.102, 0.535], [0.748, 1.313, 1.768], [3.534, 0.825, 0.979], [2.694, 0.077, 2.314], [1.098, -0.530, 0.020], [2.768, -0.650, -0.517], [2.318, -1.986, 2.129], [3.158, -2.540, 0.698], [1.295, -3.962, 1.237], [1.094, -3.277, -0.357], [-0.867, -2.289, 0.178], [-0.863, -3.414, 1.528], [-0.158, -0.499, 1.674], [-2.076, -2.295, 3.160], [-1.865, -0.550, 3.508], [-2.794, -1.695, 0.822], [-3.858, -1.253, 2.126], [-1.946, 0.915, 1.365], [-3.548, 0.972, 2.030], [-4.441, 1.422, 0.011], [-2.840, 1.283, -0.737], [-3.244, -0.865, -1.078], [-4.405, 7.533, 3.521], [-3.285, 6.642, 3.421], [-3.309, 5.456, 2.323], [-3.874, 4.268, 2.971], [-1.724, 5.402, 2.110], [-0.739, 6.100, 2.858], [-3.578, 5.367, 0.746], [-4.857, 5.774, 0.233], [-4.191, 8.231, 4.326], [-4.548, 8.097, 2.598], [-5.314, 6.977, 3.761], [-0.622, 5.654, 3.846], [-0.979, 7.157, 2.955], [0.196, 5.998, 2.312], [-5.043, 6.832, 0.424], [-5.653, 5.171, 0.673], [-4.835, 5.611, -0.840], [6.370, 4.332, 2.694], [5.215, 5.070, 2.261], [5.346, 6.188, 1.133], [5.626, 7.506, 1.707], [3.893, 6.052, 0.499], [2.807, 5.328, 1.078], [6.110, 5.973, -0.251], [7.491, 5.580, -0.228], [6.038, 3.650, 3.471], [6.791, 3.750, 1.875], [7.123, 5.009, 3.102], [2.398, 5.871, 1.930], [3.108, 4.328, 1.380], [2.036, 5.242, 0.316], [7.616, 4.605, 0.243], [8.092, 6.325, 0.296], [7.821, 5.513, -1.260], [2.425, -4.790, -6.829], [2.166, -4.419, -5.467], [3.252, -4.741, -4.336], [3.034, -6.065, -3.753], [2.935, -3.531, -3.357], [1.798, -2.673, -3.422], [4.807, -4.398, -4.454], [5.551, -4.928, -5.560], [1.556, -4.499, -7.412], [3.300, -4.269, -7.218], [2.567, -5.869, -6.910], [0.907, -3.198, -3.078], [1.645, -2.295, -4.431], [1.981, -1.834, -2.755], [5.173, -4.550, -6.510], [5.518, -6.019, -5.557], [6.580, -4.600, -5.440], [-2.667, -5.904, -0.976], [-3.838, -5.066, -0.991], [-5.299, -5.696, -1.029], [-5.775, -5.888, -2.402], [-6.066, -4.557, -0.225], [-5.501, -3.276, 0.078], [-5.786, -6.882, -0.073], [-5.051, -8.114, -0.077], [-1.803, -5.245, -0.964], [-2.643, -6.523, -0.079], [-2.637, -6.531, -1.868], [-5.468, -2.650, -0.812], [-4.505, -3.370, 0.501], [-6.148, -2.804, 0.813], [-4.026, -7.964, 0.262], [-5.048, -8.555, -1.076], [-5.551, -8.788, 0.612]]
}